DFT (wB97M-V/def2-TZVPD) results for C13H30BaN2O2P2 as an isolated structure at a distorted geometry.

Computed properties:
net charge	+1
HOMO (spin up / spin down)	-0.382 / -0.376	Eh
spin multiplicity	2
gap between HOMO and LUMO (spin up / spin down)	7.55 / 4.74	eV
electronic energy	-40301.9391	eV
energy relative to the best compared isomer or geometry (same formula, charge and spin)	381.80	kJ/mol

Geometry as XYZ:
```
50
Properties=species:S:1:pos:R:3:forces:R:3
Ba -0.34159 -0.51702 0.03884 -0.1 0.3 -0.4
P 0.98694 -1.19753 -2.42195 0.3 -0.1 0.2
P -3.33285 -0.26800 -0.41801 -1.3 -0.9 -1.6
N 1.85574 1.01276 0.06937 -0.4 -0.6 0.1
N -0.76245 1.66515 1.28026 0.5 -0.4 -1.0
H 2.62761 2.38317 1.60223 -0.4 0.0 -0.2
H 0.44531 2.69281 2.75757 0.0 -0.2 -0.3
H 1.89481 0.92293 2.20822 0.1 -0.1 -0.7
C 1.78877 1.68725 1.41142 1.1 -0.8 -0.4
H 0.52963 3.35529 1.13381 -0.6 -0.3 0.0
C 0.45869 2.40474 1.69039 -1.2 0.9 0.1
H 3.69832 1.30291 -0.95949 -0.5 0.2 0.5
H -2.48667 2.34357 2.29763 0.7 -0.8 -1.1
C 2.68072 0.85977 -0.88837 0.0 0.3 0.7
C -2.03325 1.65494 1.48738 0.1 2.4 1.7
H 3.32849 -0.63416 -2.34606 0.2 0.6 0.1
C 2.47238 0.02987 -2.16738 -1.0 -1.3 -0.5
H 2.36961 0.70903 -3.01842 0.3 0.1 0.2
H -3.17549 0.09667 -1.87175 0.6 -0.6 2.0
H -3.29356 -1.79054 -0.14653 -0.3 2.4 -0.4
H 0.35861 -1.04673 -3.70286 1.0 -0.1 0.4
H 1.54099 -2.55484 -2.31943 0.2 1.1 -0.9
O -0.45271 1.16352 -1.94870 -0.1 0.0 0.4
C -0.33788 2.57058 -1.94567 0.5 -0.8 1.2
C 0.38664 3.06016 -3.17778 -0.1 0.0 -0.3
C -1.69879 3.21577 -1.75205 -0.2 0.0 -0.3
H 0.29257 2.86910 -1.06356 -0.2 0.0 -0.4
H 1.40652 2.68113 -3.17178 0.1 0.0 -0.1
H -0.11407 2.64794 -4.05186 0.0 0.0 -0.2
H 0.42755 4.14902 -3.27849 0.0 -0.1 0.1
H -2.17853 2.82949 -0.85311 0.0 0.0 0.0
H -1.66782 4.30857 -1.67959 0.1 -0.1 -0.1
H -2.31456 2.93098 -2.60504 -0.2 0.1 -0.1
C -3.11492 0.88079 0.89014 0.1 -0.2 0.3
H -4.06733 1.06625 1.40551 0.6 -0.5 0.2
C -1.61264 -3.58558 1.54430 0.3 0.0 0.1
C -0.93542 -2.50760 2.39758 0.5 0.3 0.3
O 0.42582 -2.06260 2.00208 -0.6 -1.5 -1.1
C 1.24484 -3.01747 1.17352 -0.5 0.7 0.6
C 1.87641 -3.95008 2.17404 -0.2 0.3 0.0
H -1.78634 -3.32036 0.48477 0.3 0.0 0.4
H -2.60296 -3.79661 1.97003 0.3 0.0 0.0
H -1.01364 -4.50092 1.57597 -0.3 0.0 -0.1
H -1.54891 -1.58875 2.36509 0.2 -0.2 0.2
H -0.87212 -2.80804 3.46804 -0.1 0.1 -0.8
H 0.66842 -3.54716 0.37352 0.1 0.5 0.7
H 1.98599 -2.36952 0.67019 -0.2 -0.2 0.2
H 1.05290 -4.45172 2.69289 0.4 -0.3 0.0
H 2.55940 -4.66085 1.71038 0.0 0.0 0.1
H 2.38082 -3.31812 2.91271 0.2 -0.3 -0.1
```
Forces are in eV/Å.

=====

DFT (wB97M-V/def2-TZVPD) results for C7H8N2O2S as an isolated structure at a distorted geometry.

Computed properties:
HOMO	-0.335	Eh
spin multiplicity	1
gap between HOMO and LUMO	8.33	eV
electronic energy	-25296.2079	eV
energy relative to the best compared isomer or geometry (same formula, charge and spin)	344.75	kJ/mol

Geometry as XYZ:
```
20
Properties=species:S:1:pos:R:3:forces:R:3
C 2.05431 1.53113 -1.13940 0.0 -0.1 0.0
C 1.66148 0.34716 -1.74688 0.0 0.0 0.1
C 1.72233 1.79485 0.18219 -0.1 0.0 0.0
C 0.90524 -0.57278 -1.03959 0.1 -0.2 -0.2
C 0.96639 0.88243 0.90047 0.1 0.2 0.1
C 0.58073 -0.28237 0.26913 -0.5 -0.2 0.4
C -2.62488 -0.14493 -0.74276 -1.0 0.4 -0.5
N -0.32787 -1.16314 2.63401 0.2 0.8 -1.5
N -2.48049 -0.54220 0.50171 2.9 -1.4 1.4
O -1.77067 -0.12132 -1.60239 0.4 -0.1 -0.5
O -0.47168 -2.75074 0.61784 -0.2 0.4 -0.5
S -0.46854 -1.41762 1.14575 -1.6 0.5 0.9
H 2.62124 2.25888 -1.70068 0.1 0.0 0.0
H 1.92281 0.15451 -2.77545 0.0 -0.1 -0.1
H 2.03881 2.71642 0.64639 0.0 0.1 0.1
H 0.55573 -1.48912 -1.48730 0.0 0.0 -0.1
H 0.67930 1.05200 1.92495 0.0 0.1 0.1
H -3.66266 0.21086 -0.96675 0.2 -0.1 0.1
H -0.64869 -1.90136 3.23820 -0.3 -0.3 0.0
H -3.25288 -0.56267 1.14058 -0.2 0.0 0.2
```
Forces are in eV/Å.

=====

DFT (wB97M-V/def2-TZVPD) results for C27H39BN6PbS4 as an isolated structure.

Computed properties:
net charge	+2
HOMO (spin up / spin down)	-0.501 / -0.489	Eh
spin multiplicity	1
gap between HOMO and LUMO (spin up / spin down)	6.47 / 4.21	eV
electronic energy	-86828.1333	eV
energy relative to the best compared isomer or geometry (same formula, charge and spin)	5.01	kJ/mol

Geometry as XYZ:
```
78
Properties=species:S:1:pos:R:3:forces:R:3
Pb -0.00261 0.02716 -1.68287 0.0 0.0 0.5
C 3.68802 5.38077 -1.47058 -0.1 0.0 0.1
C 3.22584 3.96631 -1.83017 0.1 0.1 -0.2
C 4.41411 3.03492 -2.08301 -0.1 0.0 0.1
C 2.37490 4.04342 -3.09041 -0.1 -0.1 0.1
N 2.48624 3.41901 -0.61807 0.1 -0.1 0.1
C 3.14080 3.36847 0.58388 0.0 0.0 -0.2
C 2.28453 2.86631 1.50726 -0.1 -0.1 0.1
N 1.10412 2.59299 0.88378 0.1 0.2 0.0
B -0.05756 1.99884 1.74484 -0.1 -0.1 0.0
N -1.45918 2.19796 1.10733 0.0 0.0 0.1
C -2.06375 3.42626 1.20195 0.1 0.0 0.0
C -3.25760 3.35293 0.57312 0.0 0.0 -0.1
N -3.39612 2.07251 0.08886 0.0 0.0 0.0
C -2.28319 1.37316 0.42502 0.0 0.2 -0.1
S -1.95302 -0.28610 0.05073 0.0 -0.1 -0.1
C -4.62745 1.57992 -0.64153 -0.1 0.0 -0.1
C -5.29019 0.48377 0.19163 0.1 0.0 0.0
C -4.24288 1.09450 -2.04124 0.1 0.0 0.1
C -5.60090 2.74735 -0.78835 0.1 0.1 0.1
N 0.21115 0.51614 2.13460 0.2 0.1 0.1
C -0.39047 0.02250 3.26548 -0.1 0.0 0.0
C 0.00991 -1.25544 3.42360 -0.1 -0.1 -0.1
N 0.87025 -1.55865 2.39106 0.0 0.1 0.1
C 0.98492 -0.45740 1.60711 -0.4 -0.2 0.0
S 1.89073 -0.31038 0.14000 0.1 0.2 -0.2
C 1.47002 -2.94970 2.31731 0.0 -0.2 0.0
C 2.12471 -3.23984 3.67129 0.0 0.1 0.0
C 2.53197 -3.10102 1.23541 0.0 0.1 0.0
C 0.31179 -3.91423 2.04132 0.0 0.1 0.0
C 1.23212 2.92505 -0.42560 -0.1 -0.1 -0.1
S -0.00814 2.69899 -1.59717 0.1 0.2 0.0
H 4.20360 5.81158 -2.32787 0.0 0.0 0.0
H 4.38033 5.39610 -0.62936 0.0 0.0 0.0
H 2.83311 6.01664 -1.23409 0.0 0.0 0.0
H 4.93680 3.35741 -2.98297 0.0 0.0 0.0
H 4.07163 2.00935 -2.23620 0.0 0.0 0.0
H 5.13122 3.04418 -1.26155 0.0 0.0 0.0
H 2.99632 4.50033 -3.85985 0.0 0.0 0.0
H 1.49303 4.66920 -2.96014 0.0 0.0 0.0
H 2.07198 3.06184 -3.44925 0.0 0.0 0.0
H 4.15642 3.69863 0.70650 0.0 0.0 0.0
H 2.42714 2.70197 2.56272 0.0 0.0 -0.1
H -0.06112 2.62450 2.76753 0.0 0.0 0.0
H -1.60166 4.25245 1.71610 0.0 -0.1 0.0
H -4.00447 4.11348 0.44811 0.0 -0.1 0.0
H -4.64649 -0.38679 0.30509 0.0 0.0 0.0
H -6.20605 0.16094 -0.30464 0.0 0.0 0.0
H -5.55552 0.86527 1.17937 0.0 0.0 0.0
H -3.72179 0.14044 -2.01895 0.0 0.0 0.0
H -3.62413 1.83853 -2.54930 0.0 0.0 0.0
H -5.15401 0.96189 -2.62460 0.0 0.0 0.0
H -5.94040 3.12606 0.17727 0.0 0.0 0.0
H -6.47768 2.38405 -1.31975 0.0 0.0 0.0
H -5.17465 3.56431 -1.37379 0.0 0.0 0.0
H -1.05433 0.61922 3.86878 0.1 0.0 0.0
H -0.26317 -1.96619 4.18225 0.1 0.0 0.0
H 2.90029 -2.50411 3.89219 0.0 0.0 0.0
H 2.59210 -4.22267 3.63156 0.0 0.0 0.0
H 1.41170 -3.25462 4.49445 0.0 0.0 0.0
H 3.32658 -2.36143 1.32886 0.0 0.0 0.0
H 2.11200 -3.05104 0.23240 0.0 0.0 0.0
H 2.97879 -4.08516 1.37057 0.0 0.0 0.0
H -0.36406 -3.99289 2.89482 0.0 0.0 0.0
H 0.70877 -4.90765 1.83180 0.0 0.0 0.0
H -0.26141 -3.58133 1.17370 0.0 0.0 0.0
S -0.10988 -3.02566 -1.62891 0.0 -0.1 0.1
C -0.07845 -4.71888 -1.79115 0.0 0.2 -0.1
C 1.11292 -5.37351 -2.18434 0.0 -0.1 0.0
C 1.15893 -6.74889 -2.20763 0.0 0.0 0.0
C 0.02780 -7.49087 -1.86062 0.0 0.0 0.0
C -1.16325 -6.85756 -1.50149 -0.1 0.1 0.0
C -1.22682 -5.48274 -1.46943 0.1 -0.1 0.0
H 1.97166 -4.77950 -2.46710 0.0 0.0 0.0
H 2.06802 -7.25567 -2.50419 0.0 0.0 0.0
H 0.07226 -8.57273 -1.87716 0.0 0.0 0.0
H -2.03672 -7.44602 -1.25454 0.0 0.0 0.0
H -2.14042 -4.96893 -1.20183 0.0 0.0 0.0
```
Forces are in eV/Å.

=====

DFT (wB97M-V/def2-TZVPD) results for a 2-piece molecular cluster, C2H5ClN2 overall at a distorted geometry.

Computed properties:
HOMO (spin up / spin down)	-0.232 / -0.362	Eh
spin multiplicity	3
gap between HOMO and LUMO (spin up / spin down)	7.13 / 7.95	eV
electronic energy	-17651.0442	eV
energy relative to the best compared isomer or geometry (same formula, charge and spin)	48.53	kJ/mol

Geometry as XYZ:
```
10
Properties=species:S:1:pos:R:3:forces:R:3
C 0.95843 0.41920 0.49529 -0.6 -1.6 -0.2
C -1.59987 -1.48591 -0.17568 1.9 2.0 -2.4
N 0.18116 0.92943 -0.33221 0.9 2.7 -1.6
N -1.97448 -0.33184 -0.28562 1.5 -0.3 -0.7
Cl -3.67504 0.60677 0.14744 -3.4 1.6 0.8
H 1.91404 0.76105 0.62114 2.5 1.1 0.6
H 0.77449 -0.53408 0.96592 -0.7 -0.2 0.4
H -2.07794 -2.25472 0.25521 -1.7 -3.0 2.1
H 0.66372 1.77105 -0.77519 -0.9 -1.1 0.7
H -1.52152 0.45178 -0.78928 0.5 -1.2 0.3
```
Forces are in eV/Å.

=====

DFT (wB97M-V/def2-TZVPD) results for C3H2LiO3Tl as an isolated structure at a distorted geometry.

Computed properties:
HOMO	-0.296	Eh
spin multiplicity	1
gap between HOMO and LUMO	7.50	eV
electronic energy	-14183.5317	eV
energy relative to the best compared isomer or geometry (same formula, charge and spin)	0.00	kJ/mol

Geometry as XYZ:
```
10
Properties=species:S:1:pos:R:3:forces:R:3
O 1.36754 1.40042 0.37014 -0.2 -1.4 0.1
C 2.02683 0.33862 0.21703 0.3 3.4 -0.6
O 3.28845 0.30767 -0.00096 0.1 -1.1 0.1
O 1.42006 -0.83447 0.15947 -0.4 -2.0 -0.1
Li 3.12796 -1.56159 -0.29559 -0.1 0.9 0.2
H -1.07319 1.18141 -0.40217 -1.8 -0.5 -0.1
Tl -0.72719 -1.45899 0.37686 0.3 -0.7 0.4
C -3.18165 0.17132 -0.16159 0.7 0.8 -0.1
C -2.12062 0.72121 -0.37896 0.6 0.5 0.4
H -4.12818 -0.26560 0.11578 0.4 0.1 -0.3
```
Forces are in eV/Å.

=====

DFT (wB97M-V/def2-TZVPD) results for an isolated molecule of C5H9NO.

Computed properties:
HOMO	-0.342	Eh
spin multiplicity	1
gap between HOMO and LUMO	10.44	eV
electronic energy	-8866.3170	eV
energy relative to the best compared isomer or geometry (same formula, charge and spin)	279.39	kJ/mol

Geometry as XYZ:
```
16
Properties=species:S:1:pos:R:3:forces:R:3
C -1.94851 -0.46419 0.09474 0.0 0.0 0.0
C -1.14621 0.64281 0.73540 -0.2 0.1 -0.1
N -0.00223 0.33061 1.59812 0.1 -0.2 0.1
C 0.23517 0.97482 0.31042 0.1 0.1 -0.2
C 0.95229 0.22248 -0.77307 -0.1 0.2 0.0
C 2.16602 -0.53612 -0.45908 0.3 0.0 0.0
O 0.93154 -1.19703 -0.71106 -0.1 -0.2 0.0
H -2.53648 -0.08160 -0.74679 0.1 0.0 0.1
H -2.64490 -0.89348 0.82358 0.1 0.1 -0.1
H -1.29993 -1.26246 -0.27400 -0.1 0.1 0.1
H -1.74582 1.46747 1.12185 0.1 -0.1 -0.1
H 0.20989 -0.66320 1.49821 0.0 0.1 0.0
H 0.56112 2.01325 0.38663 0.0 -0.2 0.0
H 0.84047 0.62118 -1.78312 0.0 0.0 0.2
H 2.93971 -0.67959 -1.21140 -0.1 0.0 0.1
H 2.49621 -0.58478 0.57812 0.0 0.1 -0.1
```
Forces are in eV/Å.

=====

DFT (wB97M-V/def2-TZVPD) results for an isolated molecule of C2H4N4 at a distorted geometry.

Computed properties:
HOMO (spin up / spin down)	-0.329 / -0.331	Eh
spin multiplicity	1
gap between HOMO and LUMO (spin up / spin down)	8.59 / 8.50	eV
electronic energy	-8095.2451	eV
energy relative to the best compared isomer or geometry (same formula, charge and spin)	392.60	kJ/mol

Geometry as XYZ:
```
10
Properties=species:S:1:pos:R:3:forces:R:3
N 1.85268 -0.15652 0.12124 0.0 -0.1 0.2
C 0.47770 -0.31844 0.31257 -0.8 -0.2 -0.1
N -0.22908 -1.29876 0.66247 -0.4 0.0 -1.2
N -2.03288 -0.41493 0.06485 0.7 -0.2 0.4
N -1.54602 0.72725 -0.23646 0.2 0.3 0.4
C -0.31520 0.92249 0.03799 -0.2 0.5 -0.2
H 2.02036 0.31909 -0.76200 0.0 0.1 0.4
H 2.42430 -0.98964 0.17702 -0.3 -0.1 0.1
H -2.70397 -0.69007 -0.68090 0.6 -0.6 0.4
H 0.05213 1.89953 0.30321 0.2 0.2 -0.5
```
Forces are in eV/Å.